Entry 1:
Formula: C16H17N
Source: OMol25
Level of theory: ωB97M-V/def2-TZVPD

```
34
Properties=species:S:1:pos:R:3:forces:R:3
C -1.412 2.109 -1.448 2.48 1.00 -3.87
C -2.697 1.544 -1.291 -2.87 -1.05 -2.75
C 1.357 -2.489 0.028 -3.14 -0.99 -0.68
C -0.769 1.744 0.885 0.89 -0.12 2.53
C -1.373 -2.320 0.298 -0.26 1.80 -0.09
H 1.859 -5.170 1.489 0.50 0.24 -0.54
H -0.747 2.705 -3.512 -1.64 0.11 -3.76
C 1.583 2.402 1.415 -0.55 -0.18 -1.42
C -0.645 -3.322 1.011 0.60 2.32 -3.16
C 0.689 2.639 -0.809 2.45 2.92 1.43
C 0.649 -1.576 -0.730 1.10 0.94 -0.92
C -0.645 2.472 -2.547 1.74 1.90 3.04
H 2.357 -2.512 -0.090 3.36 -0.06 -0.24
H 0.982 -4.505 2.666 -0.33 0.61 0.58
H 2.459 -3.627 2.158 -0.46 -0.16 -0.21
H -1.155 -0.318 -0.736 0.78 -2.94 -0.40
C 0.748 -3.452 0.831 -1.50 2.37 0.70
H -2.442 -1.954 0.483 1.40 -1.48 0.22
C -0.562 2.174 -0.385 2.45 0.36 0.11
H 1.383 3.356 -2.664 2.16 0.58 -1.85
H 2.733 3.222 -0.306 -0.67 -0.25 0.76
N 0.639 3.076 -2.142 -5.36 -4.10 3.97
C 1.561 -4.166 1.817 0.82 -2.09 0.61
H -1.683 1.228 1.160 0.01 0.35 0.24
H 2.526 2.259 1.951 -0.85 0.31 0.79
C 1.770 2.875 0.133 -0.89 -0.97 -2.20
H -2.538 0.595 -0.738 -1.28 0.57 -0.46
H 0.253 1.672 2.798 -0.71 -0.86 1.28
C -0.722 -1.396 -0.564 -0.10 1.08 1.27
H -3.178 1.444 -2.347 0.73 -0.62 1.81
H -1.174 -3.887 1.672 -1.19 -1.70 1.87
C 0.277 1.902 1.777 1.74 0.40 -0.48
H 1.303 -0.968 -1.426 -1.21 -0.26 0.94
H -3.384 2.243 -0.839 -0.19 -0.03 0.86
```
Positions in Å, forces in eV/Å.

Output
SMILES: Cc1c[nH]c2ccccc12.Cc1ccccc1
HOMO energy (eV): -7.97
Energy above the lowest of the compared OMol25 structures with the same formula, charge and spin (kcal per mole): 78.6
HOMO-LUMO gap (eV): 8.87

Just the Löwdin charges please, in e? Sure, here they are:
1 C -0.31
2 C -0.06
3 C -0.06
4 C -0.04
5 C -0.07
6 H 0.08
7 H 0.07
8 C -0.09
9 C -0.03
10 C -0.19
11 C -0.09
12 C 0.03
13 H 0.07
14 H 0.07
15 H 0.09
16 H 0.09
17 C -0.27
18 H 0.12
19 C -0.24
20 H 0.10
21 H 0.11
22 N 0.12
23 C -0.07
24 H 0.12
25 H 0.10
26 C -0.03
27 H 0.06
28 H 0.07
29 C -0.09
30 H 0.13
31 H 0.07
32 C -0.07
33 H 0.12
34 H 0.09

***

Entry 2:
Formula: C16H17N
Source: OMol25
Level of theory: ωB97M-V/def2-TZVPD

```
34
Properties=species:S:1:pos:R:3:forces:R:3
H -2.577 2.579 -1.066 0.07 0.13 -0.23
H -4.720 -2.192 -1.934 0.09 -0.13 -0.23
C -2.913 0.477 -0.914 0.44 -0.23 1.01
H -3.481 -3.194 -0.030 -0.62 -0.08 0.25
H -2.188 1.637 -2.540 -0.17 0.23 0.02
H 0.931 -2.059 -1.680 -0.09 -0.39 0.25
C -3.804 -0.252 -1.646 0.10 -1.64 -1.13
C 1.213 -0.441 -0.346 -0.34 -0.69 -0.37
C 1.569 -1.660 -0.904 0.17 0.66 0.05
N 3.943 0.330 1.804 0.27 0.05 -0.12
C 3.295 -0.440 0.869 -0.71 -0.45 0.29
H 3.454 2.356 2.573 0.86 -0.18 0.18
H 1.834 3.626 0.850 0.04 -0.08 -0.06
C -2.647 0.002 0.398 -0.16 0.67 -0.05
H -1.091 1.668 -1.199 0.01 -0.33 0.30
H 0.551 2.812 1.725 -0.03 0.06 0.15
H 4.507 -2.191 0.773 -0.05 -0.22 -0.24
H -2.627 -1.609 1.771 0.02 -0.24 -0.08
H -4.079 -0.039 -2.677 0.04 0.67 0.18
H 0.646 2.615 0.025 0.17 -0.14 -0.33
C -3.551 -2.122 -0.161 0.68 -0.58 0.94
C 3.265 1.523 1.920 -0.87 0.33 -0.39
C -2.910 -1.285 0.780 -0.44 0.01 -0.80
C -2.148 1.649 -1.450 -0.63 0.59 -0.23
C 2.078 0.203 0.535 0.95 0.43 -0.43
H 2.949 -3.319 -0.785 0.10 0.11 -0.52
H 4.872 0.129 2.123 0.02 0.16 0.14
H 0.202 -0.127 -0.554 0.05 0.63 -0.09
C -4.100 -1.592 -1.289 0.01 0.92 0.08
C 2.154 1.511 1.133 -0.19 -0.11 0.08
C 1.268 2.696 0.910 -0.52 -0.02 0.54
C 3.620 -1.706 0.381 0.13 0.48 0.36
H -2.285 0.700 1.140 0.61 0.04 -0.08
C 2.767 -2.281 -0.535 0.04 -0.65 0.52
```
Positions in Å, forces in eV/Å.

Output
SMILES: Cc1c[nH]c2ccccc12.Cc1ccccc1
HOMO energy (eV): -7.75
Energy above the lowest of the compared OMol25 structures with the same formula, charge and spin (kcal per mole): 23.0
HOMO-LUMO gap (eV): 8.67

Just the Löwdin charges please, in e? Sure, here they are:
1 H 0.09
2 H 0.10
3 C -0.29
4 H 0.10
5 H 0.08
6 H 0.10
7 C -0.05
8 C -0.02
9 C -0.09
10 N 0.08
11 C -0.22
12 H 0.12
13 H 0.08
14 C -0.07
15 H 0.05
16 H 0.08
17 H 0.11
18 H 0.10
19 H 0.11
20 H 0.05
21 C -0.11
22 C -0.07
23 C -0.08
24 C -0.05
25 C -0.13
26 H 0.10
27 H 0.15
28 H 0.09
29 C -0.09
30 C -0.23
31 C -0.04
32 C -0.03
33 H 0.11
34 C -0.10

***

Entry 3:
Formula: C16H17N2O
Source: OMol25
Level of theory: ωB97M-V/def2-TZVPD

```
36
Properties=species:S:1:pos:R:3:forces:R:3
H 6.080 -2.024 4.171 -0.40 -0.21 -0.20
H -1.129 3.029 4.362 0.31 0.21 0.01
H -1.047 -0.070 2.007 0.04 -0.28 -0.27
H 0.518 -1.651 4.014 1.22 0.69 0.67
C -0.014 4.849 4.630 0.35 0.24 -0.06
H 1.307 -0.854 1.455 -0.30 -0.48 -0.23
H 0.592 -2.363 1.726 -0.13 0.27 -0.30
N 0.551 -1.359 1.925 0.49 0.37 -0.88
C 0.994 2.635 4.234 0.41 1.46 0.40
C 1.521 -1.185 3.866 -1.17 -0.68 0.35
H -2.589 -1.328 0.758 0.30 -0.30 0.20
H 1.358 6.522 4.842 -0.02 -0.39 -0.01
H 4.186 -0.534 3.706 -0.07 -0.79 0.34
C 3.994 -1.610 3.859 -0.26 0.33 0.04
H -0.297 0.973 3.965 0.07 -0.19 0.04
C 1.719 0.220 4.016 -0.43 1.52 0.11
C 4.896 -3.839 4.128 -0.63 0.16 0.06
H 3.385 5.105 4.594 -0.49 -0.36 0.00
H 1.502 -3.948 3.660 0.38 0.08 0.28
C 5.080 -2.454 4.053 0.05 0.01 -0.01
C 3.608 -4.377 3.967 -0.22 0.49 -0.01
H -0.907 5.471 4.732 0.29 -0.30 0.00
H 3.176 2.646 4.210 -0.20 0.31 0.03
H 2.742 0.590 4.115 -0.37 -0.36 -0.08
H 5.740 -4.499 4.318 -0.16 0.15 -0.11
C 2.658 -2.104 3.849 0.77 -0.55 -0.62
N -0.690 -0.851 1.459 -0.30 -1.18 0.13
C 2.278 3.255 4.325 -0.58 0.06 -0.01
C -0.132 3.482 4.408 -0.02 -0.39 -0.16
C 1.258 5.444 4.694 -0.37 -0.66 -0.11
H 3.456 -5.456 3.997 0.05 0.30 -0.09
C -1.618 -1.808 0.999 0.51 -0.89 -0.38
C 2.505 -3.530 3.815 0.01 0.62 0.21
C 0.760 1.224 4.048 0.71 -1.31 0.17
O -1.357 -2.993 0.796 -0.12 2.41 0.61
C 2.392 4.636 4.551 0.25 -0.34 -0.15
```
Positions in Å, forces in eV/Å.

Output
Total charge: +1
HOMO energy (eV): -12.04
Energy above the lowest of the compared OMol25 structures with the same formula, charge and spin (kcal per mole): 1.9
HOMO-LUMO gap (eV): 6.81

Just the Löwdin charges please, in e? Sure, here they are:
1 H 0.12
2 H 0.12
3 H 0.13
4 H 0.14
5 C -0.06
6 H 0.14
7 H 0.11
8 N 0.04
9 C -0.21
10 C -0.01
11 H 0.14
12 H 0.12
13 H 0.11
14 C -0.01
15 H 0.11
16 C -0.07
17 C -0.03
18 H 0.12
19 H 0.12
20 C -0.05
21 C -0.05
22 H 0.12
23 H 0.11
24 H 0.09
25 H 0.12
26 C -0.20
27 N 0.00
28 C 0.00
29 C -0.03
30 C -0.04
31 H 0.12
32 C -0.28
33 C 0.00
34 C 0.01
35 O 0.03
36 C -0.06

***

Entry 4:
Formula: C16H17N3O5S
Source: OMol25
Level of theory: ωB97M-V/def2-TZVPD

```
42
Properties=species:S:1:pos:R:3:forces:R:3
N 2.370 1.074 0.285 1.31 7.00 5.10
C 2.374 0.306 2.770 -1.42 -0.54 -12.61
H -0.044 -1.419 -4.246 -1.59 0.88 -0.08
C -1.736 -2.004 -0.883 -0.04 0.71 -0.34
N -1.386 0.249 1.302 0.61 2.53 1.77
O -2.149 1.892 -0.185 1.12 -0.21 4.49
H -4.429 0.244 0.447 -0.80 0.29 -1.02
C -3.588 -0.244 -0.049 0.44 3.97 2.99
C -2.224 -1.169 -1.822 -7.69 1.91 8.53
H 2.991 0.197 3.439 5.68 -0.88 7.67
H 0.900 -2.982 -2.782 2.63 -1.43 -1.16
C -0.543 -2.562 -1.374 -0.32 -5.34 8.43
H 1.248 3.258 1.831 0.03 0.49 -1.89
C -3.492 -1.508 0.650 -1.82 -4.38 -12.82
O -2.304 -2.084 0.351 4.91 -2.99 -0.55
H 1.899 0.067 -1.270 3.05 -1.47 1.68
H 1.362 0.462 2.849 -2.22 0.19 0.75
O -3.541 -0.156 -1.403 2.67 -3.16 -0.55
H 1.896 4.058 0.251 -0.66 0.62 0.50
C -0.683 -1.531 -3.342 4.86 -1.32 -2.22
H -3.524 -1.491 1.547 -0.82 0.75 11.32
C -1.741 -0.785 -2.886 2.13 2.09 -9.78
H 4.100 1.111 1.599 -0.37 -0.31 -0.27
H -4.220 -2.367 0.230 0.32 2.34 0.97
H 2.281 -2.270 0.386 -1.93 2.85 0.58
N -0.521 1.361 1.515 -2.88 2.56 -4.26
C 0.045 -2.497 -2.573 -5.01 3.84 0.44
C 1.899 -1.114 0.717 7.94 -3.43 -2.04
H 2.915 2.427 1.983 0.23 -2.69 -0.97
C -1.102 2.398 0.527 -1.02 -9.16 3.14
H 0.908 -0.898 0.738 -3.00 0.37 0.35
H -2.365 -0.139 -3.558 1.15 -0.28 0.74
C 3.014 1.274 1.628 -1.59 2.70 2.05
H -0.216 -3.425 -0.328 -0.30 2.57 -3.48
C 1.418 2.017 -0.202 7.92 1.30 13.47
C 1.097 3.458 0.707 5.85 -4.34 1.81
C 2.707 -0.083 -0.284 -10.86 -2.85 -2.75
H 3.630 -0.395 -0.383 4.81 -0.97 -0.84
O 0.934 1.855 -1.155 -7.19 -1.52 -13.31
S -0.443 3.822 0.364 -3.09 6.23 -2.55
O 2.667 -1.035 1.930 -2.09 1.66 2.01
C -2.404 0.629 0.679 -0.95 -0.56 -5.30
```
Positions in Å, forces in eV/Å.

Output
HOMO energy (eV): -7.94
Energy above the lowest of the compared OMol25 structures with the same formula, charge and spin (kcal per mole): 381.7
HOMO-LUMO gap (eV): 8.25

Just the Löwdin charges please, in e? Sure, here they are:
1 N -0.11
2 C 0.03
3 H 0.12
4 C -0.22
5 N 0.09
6 O 0.05
7 H 0.16
8 C -0.31
9 C -0.08
10 H 0.01
11 H 0.08
12 C -0.04
13 H 0.09
14 C -0.16
15 O -0.02
16 H 0.20
17 H 0.06
18 O 0.01
19 H 0.10
20 C -0.05
21 H 0.04
22 C -0.06
23 H 0.11
24 H 0.21
25 H 0.17
26 N 0.07
27 C -0.06
28 C -0.16
29 H 0.13
30 C -0.65
31 H 0.04
32 H 0.17
33 C -0.08
34 H 0.22
35 C -0.54
36 C -0.45
37 C -0.14
38 H 0.06
39 O 0.16
40 S 1.08
41 O -0.20
42 C -0.13

***

Please write out number 1 again, unchanged.
Formula: C16H17N
Source: OMol25
Level of theory: ωB97M-V/def2-TZVPD

```
34
Properties=species:S:1:pos:R:3:forces:R:3
C -1.412 2.109 -1.448 2.48 1.00 -3.87
C -2.697 1.544 -1.291 -2.87 -1.05 -2.75
C 1.357 -2.489 0.028 -3.14 -0.99 -0.68
C -0.769 1.744 0.885 0.89 -0.12 2.53
C -1.373 -2.320 0.298 -0.26 1.80 -0.09
H 1.859 -5.170 1.489 0.50 0.24 -0.54
H -0.747 2.705 -3.512 -1.64 0.11 -3.76
C 1.583 2.402 1.415 -0.55 -0.18 -1.42
C -0.645 -3.322 1.011 0.60 2.32 -3.16
C 0.689 2.639 -0.809 2.45 2.92 1.43
C 0.649 -1.576 -0.730 1.10 0.94 -0.92
C -0.645 2.472 -2.547 1.74 1.90 3.04
H 2.357 -2.512 -0.090 3.36 -0.06 -0.24
H 0.982 -4.505 2.666 -0.33 0.61 0.58
H 2.459 -3.627 2.158 -0.46 -0.16 -0.21
H -1.155 -0.318 -0.736 0.78 -2.94 -0.40
C 0.748 -3.452 0.831 -1.50 2.37 0.70
H -2.442 -1.954 0.483 1.40 -1.48 0.22
C -0.562 2.174 -0.385 2.45 0.36 0.11
H 1.383 3.356 -2.664 2.16 0.58 -1.85
H 2.733 3.222 -0.306 -0.67 -0.25 0.76
N 0.639 3.076 -2.142 -5.36 -4.10 3.97
C 1.561 -4.166 1.817 0.82 -2.09 0.61
H -1.683 1.228 1.160 0.01 0.35 0.24
H 2.526 2.259 1.951 -0.85 0.31 0.79
C 1.770 2.875 0.133 -0.89 -0.97 -2.20
H -2.538 0.595 -0.738 -1.28 0.57 -0.46
H 0.253 1.672 2.798 -0.71 -0.86 1.28
C -0.722 -1.396 -0.564 -0.10 1.08 1.27
H -3.178 1.444 -2.347 0.73 -0.62 1.81
H -1.174 -3.887 1.672 -1.19 -1.70 1.87
C 0.277 1.902 1.777 1.74 0.40 -0.48
H 1.303 -0.968 -1.426 -1.21 -0.26 0.94
H -3.384 2.243 -0.839 -0.19 -0.03 0.86
```
Positions in Å, forces in eV/Å.

Output
SMILES: Cc1c[nH]c2ccccc12.Cc1ccccc1
HOMO energy (eV): -7.97
Energy above the lowest of the compared OMol25 structures with the same formula, charge and spin (kcal per mole): 78.6
HOMO-LUMO gap (eV): 8.87

Just the Löwdin charges please, in e? Sure, here they are:
1 C -0.31
2 C -0.06
3 C -0.06
4 C -0.04
5 C -0.07
6 H 0.08
7 H 0.07
8 C -0.09
9 C -0.03
10 C -0.19
11 C -0.09
12 C 0.03
13 H 0.07
14 H 0.07
15 H 0.09
16 H 0.09
17 C -0.27
18 H 0.12
19 C -0.24
20 H 0.10
21 H 0.11
22 N 0.12
23 C -0.07
24 H 0.12
25 H 0.10
26 C -0.03
27 H 0.06
28 H 0.07
29 C -0.09
30 H 0.13
31 H 0.07
32 C -0.07
33 H 0.12
34 H 0.09

***

Q: The highest HOMO-LUMO gap belongs to which entry?
A: number 1

***

Q: What is the HOMO energy in the fourth record?
A: -7.94 eV

***

Q: Among the records above, which one has the highest HOMO energy?
A: number 2